41
Properties=species:S:1:pos:R:3:nbo_charge:R:1 method="wB97M-V/def2-TZVPD" charge=+4 energy_ha=-1602.4111 spin_multiplicity=2 largest_force_ev_per_a=8.37 homo_energy_ev="-19.51 / -19.51" homo_lumo_gap_ev="5.456 / 3.493"
Ag 0.470 -4.277 1.150 0.95
Ag 2.685 -3.365 -1.485 0.96
Ag 4.099 -2.319 1.934 0.98
Ag -1.164 -2.223 -1.179 0.94
C 1.276 -1.006 0.466 -0.19
O 2.069 -2.080 0.719 -1.14
H 0.569 -0.891 1.288 0.18
H 1.975 -0.189 0.290 0.09
H 0.620 -1.073 -0.402 0.13
C -2.470 -2.768 1.756 0.78
O -1.603 -2.654 0.957 -0.86
N -2.907 -3.857 2.272 -0.77
N -3.046 -1.725 2.238 -0.79
H -2.443 -4.752 2.212 0.41
H -3.815 -3.772 2.706 0.44
H -3.183 -1.805 3.236 0.42
H -2.881 -0.856 1.749 0.42
C -0.220 0.568 -3.034 0.78
O -0.580 -0.629 -2.795 -0.83
N 0.159 0.885 -4.211 -0.76
N -0.287 1.549 -2.172 -0.80
H 0.344 1.872 -4.315 0.40
H -0.130 0.345 -5.014 0.45
H 0.078 2.465 -2.393 0.40
H -0.432 1.223 -1.228 0.42
C 4.409 2.242 -0.720 0.70
O 5.467 1.622 -0.666 -0.01
N 3.250 1.730 -0.398 -0.74
N 4.255 3.474 -1.158 -0.69
H 3.119 0.843 0.065 0.40
H 2.468 2.361 -0.286 0.43
H 3.328 3.860 -1.264 0.44
H 5.088 3.925 -1.509 0.46
C -2.417 1.081 0.969 0.75
O -2.095 0.342 0.102 -0.73
N -1.649 1.514 1.884 -0.81
N -3.638 1.607 1.198 -0.83
H -1.888 1.944 2.766 0.42
H -0.659 1.378 1.741 0.37
H -4.294 1.360 0.470 0.42
H -3.924 2.049 2.060 0.42